No. 1
Formula: C12H8Si
Source: the OMol25 dataset
Level of theory: ωB97M-V/def2-TZVPD

Each line ends with the Mulliken charge.
Geometry (Å):
C (2.1982, 3.1524, 0.7587)  0.47
C (-2.4120, 1.8776, 2.1452)  0.48
C (-0.6111, 1.6881, -3.0560)  0.19
C (1.2232, 2.5648, 0.3462)  -1.09
C (-1.5198, 1.8321, 1.3283)  -1.07
C (-0.6493, 1.8286, -1.8588)  -0.94
C (0.2227, -3.1724, 0.1798)  -0.34
C (0.7205, -2.3747, 1.1855)  -0.50
C (-0.2737, -2.5628, -0.9485)  -0.61
C (0.6479, -0.9796, 1.0776)  -0.46
C (-0.4268, -1.1307, -1.0459)  -0.28
C (0.1276, -0.3417, -0.0739)  0.50
Si (-0.2030, 1.5077, -0.0960)  0.85
H (3.0644, 3.7290, 0.9624)  0.44
H (-3.0256, 1.9350, 3.0762)  0.37
H (-0.7757, 1.7947, -4.0886)  0.43
H (0.4542, -4.2178, 0.3892)  0.32
H (1.3431, -2.9041, 1.8454)  0.37
H (-0.5839, -3.0947, -1.7977)  0.41
H (1.2556, -0.3647, 1.7141)  0.34
H (-0.7765, -0.7666, -2.0432)  0.12

Its energy is -751.36935 Eh. As for the structure (SMILES): C#C[Si](C#C)(C#C)c1ccccc1. As for the multiplicity: 1. Its HOMO-LUMO gap is 10.09 eV.


No. 2
Formula: C4H13N2OS
Source: the OMol25 dataset
Level of theory: ωB97M-V/def2-TZVPD

Each line ends with the Mulliken charge.
Geometry (Å):
C (2.1989, 0.0186, -0.4569)  -1.06
N (1.0219, 0.2429, 0.3474)  -0.39
C (-0.1916, -0.4577, -0.1963)  0.32
C (-0.0067, -1.9783, -0.3131)  -0.72
S (-0.4965, -2.5199, -2.0488)  -0.71
C (-1.4063, -0.0524, 0.6834)  -0.88
N (-2.5299, 0.5945, -0.0045)  -0.68
H (2.9379, 0.8127, -0.3147)  0.32
H (2.7025, -0.9462, -0.3265)  0.29
H (1.9327, 0.0690, -1.4996)  0.35
H (1.2420, 0.1504, 1.3317)  0.29
H (-0.2882, 0.0369, -1.1468)  0.24
H (-0.7407, -2.4739, 0.3136)  0.19
H (1.0269, -2.2834, -0.2135)  0.21
H (-0.9914, 0.6229, 1.4174)  0.35
H (-1.7974, -0.9405, 1.1525)  0.34
H (-3.1397, -0.1176, -0.3229)  0.30
H (-2.2040, 1.0605, -0.8443)  0.27
H (0.7209, 2.1231, 0.8475)  0.41
H (-0.4088, 2.9992, 0.5514)  0.31
O (0.4175, 3.0391, 1.0428)  -0.75

Its energy is -743.15161 Eh. As for the total charge: -1. As for the multiplicity: 1. Its HOMO-LUMO gap is 6.38 eV.


No. 3
Formula: C3H2FO3
Source: the OMol25 dataset
Level of theory: ωB97M-V/def2-TZVPD

Each line ends with the Mulliken charge.
Geometry (Å):
C (1.5781, 0.5810, 0.0559)  0.56
C (-1.6280, -0.1281, -0.5559)  0.34
C (0.2714, -0.3744, 0.3754)  -0.50
O (2.3512, 0.5410, 1.0581)  -0.70
O (1.7807, 1.0919, -1.0046)  -0.62
O (-2.0164, -0.0012, -1.6619)  -0.43
F (-2.5294, -0.0832, 0.4821)  -0.25
H (-0.2841, -0.3113, 1.2937)  0.33
H (0.4765, -1.3157, -0.0429)  0.26

Its energy is -441.10787 Eh. As for the total charge: -1. As for the multiplicity: 1. Its HOMO-LUMO gap (alpha / beta) is 8.55 / 8.55 eV.


No. 4
Formula: C40H66N16O4
Source: the OMol25 dataset
Level of theory: ωB97M-V/def2-TZVPD

Each line ends with the Mulliken charge.
Geometry (Å):
C (-7.7087, -1.5763, -2.4950)  -1.03
C (-7.5963, -2.6687, -1.4207)  -0.51
C (-6.5129, -2.4137, -0.3721)  -0.45
O (-5.3891, -1.7119, -0.8795)  -0.34
C (-4.2338, -2.4541, -1.0686)  -0.60
O (-3.1650, -1.8404, -0.3525)  -0.25
C (-2.9637, -2.3239, 0.8945)  0.82
O (-2.8842, -3.5073, 1.1771)  -0.68
O (-2.7925, -1.3640, 1.8258)  -0.29
C (-3.8756, -0.4152, 1.8842)  -0.30
C (-3.6452, 0.6416, 2.9307)  -1.14
C (-2.6771, 1.7839, 2.5880)  -0.44
C (-1.3521, 1.4290, 1.9088)  -0.01
C (-0.7275, 2.7396, 1.3645)  -0.56
N (-0.8388, 2.8415, -0.1077)  -0.49
H (-7.0594, -0.7298, -2.3123)  0.31
H (-7.5005, -2.0042, -3.4697)  0.25
H (-8.7233, -1.1943, -2.5592)  0.34
H (-7.4888, -3.6492, -1.8754)  0.34
H (-8.5388, -2.7068, -0.8782)  0.33
H (-6.2393, -3.3588, 0.0974)  0.43
H (-6.9432, -1.7954, 0.4143)  0.28
H (-3.9434, -2.4160, -2.1149)  0.27
H (-4.3366, -3.4959, -0.7752)  0.50
H (-4.1092, 0.0324, 0.9221)  0.34
H (-4.7633, -0.9781, 2.1851)  0.41
H (-3.3923, 0.1928, 3.8883)  0.40
H (-4.6217, 1.1043, 3.0768)  0.36
H (-2.4187, 2.2531, 3.5344)  -0.05
H (-3.1897, 2.4941, 1.9445)  0.43
H (-0.6383, 0.9884, 2.6023)  0.19
H (-1.4819, 0.7544, 1.0696)  0.17
H (-1.3099, 3.5580, 1.7825)  0.42
H (0.2931, 2.8903, 1.7034)  0.30
H (0.0397, 3.1952, -0.4533)  -0.10
H (-1.5730, 3.4986, -0.3165)  0.27
C (1.9252, 5.3158, -2.8627)  -0.67
C (1.6197, 5.3462, -1.4413)  0.40
N (1.3765, 5.3616, -0.3174)  -0.38
H (2.6751, 4.5614, -3.0591)  0.14
H (1.0270, 5.0741, -3.4262)  0.31
H (2.3023, 6.2885, -3.1785)  0.23
C (3.8003, 8.5566, -0.3399)  -0.55
C (3.4779, 8.6719, -1.7573)  0.46
N (3.2212, 8.7475, -2.8749)  -0.59
H (3.0921, 9.1382, 0.2492)  0.10
H (3.7446, 7.5126, -0.0358)  0.26
H (4.8057, 8.9310, -0.1601)  0.32
C (2.3499, 1.1715, -0.6888)  0.10
C (2.3404, 1.7967, -2.0043)  0.37
N (2.3365, 2.2878, -3.0445)  -0.63
H (2.9135, 1.7846, 0.0066)  0.17
H (1.3301, 1.0605, -0.3219)  -0.10
H (2.8145, 0.1888, -0.7550)  0.04
C (0.6874, -4.5816, 1.0102)  -0.42
C (1.3498, -3.2907, 1.1181)  0.23
N (1.8356, -2.2541, 1.1940)  -0.34
H (0.8575, -4.9955, 0.0180)  0.26
H (1.0790, -5.2721, 1.7553)  0.21
H (-0.3839, -4.4527, 1.1656)  0.06
C (4.8342, 0.9188, -4.9561)  -0.51
C (6.2490, 0.7381, -4.6491)  0.41
N (7.3531, 0.5648, -4.3824)  -0.43
H (4.4133, 1.7070, -4.3354)  0.02
H (4.7111, 1.1838, -6.0039)  0.35
H (4.2968, -0.0075, -4.7583)  0.17
C (0.4970, 7.8828, 2.6159)  -0.42
C (1.1520, 9.1824, 2.7367)  0.22
N (1.6816, 10.1981, 2.8223)  -0.42
H (0.6441, 7.4822, 1.6140)  0.14
H (0.9192, 7.1885, 3.3385)  0.17
H (-0.5693, 7.9850, 2.8022)  0.30
C (5.8051, -1.7268, -2.0965)  -0.22
C (4.3622, -1.9146, -2.1756)  0.24
N (3.2205, -2.0109, -2.2521)  -0.37
H (6.0970, -1.5402, -1.0642)  0.10
H (6.3122, -2.6219, -2.4519)  0.36
H (6.1044, -0.8797, -2.7087)  -0.10
C (-1.6383, -7.5264, 2.3690)  -0.56
C (-0.2248, -7.6693, 2.7022)  0.34
N (0.8922, -7.7521, 2.9541)  -0.45
H (-2.0901, -6.7680, 3.0057)  0.21
H (-1.7417, -7.2220, 1.3293)  0.23
H (-2.1575, -8.4712, 2.5177)  0.23
C (5.1407, -0.3416, 2.1715)  -0.58
C (4.2439, 0.8109, 2.2070)  0.48
N (3.5450, 1.7221, 2.2381)  -0.51
H (5.7496, -0.3166, 1.2703)  0.05
H (5.7935, -0.3112, 3.0407)  0.35
H (4.5552, -1.2593, 2.1878)  0.23
C (9.5671, -1.4208, -2.0669)  -0.70
C (9.1799, -1.3798, -0.6594)  0.38
N (8.8597, -1.3396, 0.4427)  -0.40
H (10.4143, -2.0913, -2.1948)  0.31
H (8.7356, -1.7758, -2.6706)  0.18
H (9.8417, -0.4235, -2.4027)  0.27
C (-5.6313, -7.6760, 4.4928)  -0.88
C (-5.1735, -8.6463, 3.5049)  0.40
N (-4.8138, -9.4108, 2.7265)  -0.37
H (-5.6044, -6.6757, 4.0657)  0.25
H (-6.6506, -7.9108, 4.7913)  0.32
H (-4.9856, -7.7098, 5.3677)  0.28
C (0.8978, -3.5750, -4.2378)  -0.35
C (0.6132, -3.5474, -5.6688)  0.24
N (0.3913, -3.5236, -6.7949)  -0.37
H (0.1496, -2.9962, -3.7004)  0.20
H (0.8801, -4.6025, -3.8796)  0.26
H (1.8770, -3.1464, -4.0425)  0.01
C (0.4240, 10.7468, -3.2235)  -0.40
C (-0.7457, 10.4730, -2.3952)  0.30
N (-1.6630, 10.2560, -1.7399)  -0.38
H (0.8385, 11.7194, -2.9664)  0.26
H (1.1808, 9.9830, -3.0589)  -0.04
H (0.1405, 10.7471, -4.2739)  0.26
C (-3.9531, -11.3120, 0.2459)  -0.34
C (-2.8706, -12.0426, -0.4073)  0.27
N (-2.0161, -12.6127, -0.9198)  -0.37
H (-4.5514, -10.7959, -0.5021)  0.27
H (-4.5878, -12.0032, 0.7950)  0.26
H (-3.5481, -10.5846, 0.9400)  -0.05
C (-0.7244, 4.7049, 5.6995)  -0.88
C (-1.3544, 5.2423, 4.4986)  0.48
N (-1.8487, 5.6566, 3.5479)  -0.48
H (-1.0028, 5.3074, 6.5614)  0.35
H (-1.0513, 3.6793, 5.8584)  0.29
H (0.3576, 4.7196, 5.5857)  0.28

Its energy is -2740.66401 Eh. As for the multiplicity: 1. Its HOMO-LUMO gap is 8.81 eV.


No. 5
Formula: C14H20ClN3O4S
Source: the OMol25 dataset
Level of theory: ωB97M-V/def2-TZVPD

Each line ends with the Mulliken charge.
Geometry (Å):
C (-5.0342, -0.6264, 1.4778)  -0.86
N (-4.0618, -1.4648, 0.8132)  0.03
S (-3.8169, -0.9875, -0.7906)  1.34
O (-5.0562, -0.7020, -1.4498)  -0.66
O (-2.9468, -1.9533, -1.3930)  -0.72
C (-2.8399, 0.5015, -0.5204)  -0.38
C (-1.5037, 0.2667, -0.2669)  -0.57
C (-0.6258, 1.3224, -0.0309)  0.23
C (-1.1228, 2.6278, -0.0529)  -0.41
C (-2.4592, 2.8585, -0.3076)  -0.76
C (-3.3300, 1.7981, -0.5419)  0.54
Cl (-4.9898, 2.1119, -0.8517)  -0.15
H (-2.8428, 3.8657, -0.3274)  0.44
H (-0.4512, 3.4517, 0.1262)  0.55
N (0.7072, 1.0264, 0.2169)  -0.02
C (1.7517, 1.8707, 0.4331)  0.41
O (1.6899, 3.0772, 0.4837)  -0.66
C (3.0586, 1.1052, 0.6536)  -0.59
N (3.0166, -0.1965, 0.0122)  -0.07
C (3.2507, -0.1400, -1.4287)  -0.69
C (4.7372, 0.0099, -1.7772)  -0.54
O (5.5102, -1.0109, -1.1826)  -0.40
C (5.3540, -1.0160, 0.2199)  -0.46
H (5.9616, -1.8432, 0.5897)  0.39
C (3.8823, -1.2083, 0.6028)  -0.82
H (3.7667, -1.1954, 1.6878)  0.44
H (3.5458, -2.1785, 0.2239)  0.31
H (5.7344, -0.0734, 0.6444)  0.30
H (4.8884, -0.0829, -2.8534)  0.37
H (5.1074, 0.9944, -1.4512)  0.30
H (2.6820, 0.6892, -1.8524)  0.33
H (2.8814, -1.0780, -1.8542)  0.37
H (3.1602, 0.9652, 1.7343)  0.47
H (3.8818, 1.7549, 0.3278)  0.27
H (0.9776, 0.0468, 0.1729)  0.20
H (-1.1657, -0.7574, -0.2767)  0.49
C (-4.3291, -2.8831, 0.9356)  -0.98
H (-5.3524, -3.1369, 0.6373)  0.33
H (-4.1667, -3.1869, 1.9698)  0.33
H (-3.6294, -3.4024, 0.2859)  0.37
H (-5.1199, -0.9386, 2.5177)  0.34
H (-4.6845, 0.4032, 1.4460)  0.29
H (-6.0170, -0.6854, 0.9969)  0.33

Its energy is -1869.06374 Eh. As for the structure (SMILES): CN(C)S(=O)(=O)c1cc(NC(=O)CN2CCOCC2)ccc1Cl. As for the multiplicity: 1. Its HOMO-LUMO gap is 9.22 eV.